# 1
Computed, not measured: an isolated molecule of C6H11NS, with ωB97M-V with the def2-TZVPD basis set.

## Properties
SMILES: S[C@@]12CC[C@@H]1CNC2
orbital gap: 9.873 eV
E: -688.12051 hartree
LUMO energy: 0.90 eV
HOMO energy: -8.975 eV
energy relative to the best compared isomer or geometry (same formula, charge and spin): 0.782 eV
maximum force: 0.0640 Eh/bohr

ORCA input file:
```
! wB97M-V def2-TZVPD RIJCOSX def2/J DEFGRID3
* xyz 0 1
C -0.34632 0.13868 -0.27640
C -1.08711 -1.21949 0.05247
C 0.27092 -1.91977 0.43816
C 1.00233 -0.58896 0.09564
C 1.49607 0.19005 1.27877
C -0.45940 1.19401 0.73062
H -1.73608 1.05471 -1.99713
H -1.63107 -1.68569 -0.76047
H -1.74415 -1.17833 0.93673
H 0.40161 -2.22100 1.48484
H 0.46371 -2.73296 -0.25785
H 1.79570 -0.67450 -0.65003
H 1.97905 -0.47920 2.00133
H 2.16766 1.00293 0.93545
H -0.23747 0.21926 2.50089
H -0.23204 2.20360 0.32279
H -1.52737 1.29745 0.99064
N 0.32084 0.83269 1.89261
S -0.45027 0.66236 -2.04194
*
```

***

# 2
Computed, not measured: a structure of composition C59H52AsIrNO2PS, with ωB97M-V with the def2-TZVPD basis set.

## Properties
orbital gap (spin up / spin down): 7.147 / 6.669 eV
<S²>: 0.7608
E: -5564.18596 hartree
LUMO energy (spin up / spin down): -3.32 / -3.82 eV
HOMO energy (spin up / spin down): -10.463 / -10.491 eV
energy relative to the best compared isomer or geometry (same formula, charge and spin): 1.621 eV
maximum force: 0.0236 Eh/bohr

ORCA input file:
```
! wB97M-V def2-TZVPD RIJCOSX def2/J DEFGRID3
* xyz 1 2
Ir 0.26202 -0.11723 -0.66249
O -1.31614 -1.35888 -0.14643
C -2.34790 -1.18169 0.81359
C -2.82904 0.26475 0.67034
C -1.89918 1.29110 1.21033
C -2.35852 2.15679 2.18687
C -1.56404 3.19440 2.63066
C -0.30328 3.31681 2.09592
C 0.14324 2.38625 1.16990
C 1.58775 2.36702 0.81171
C 2.17254 1.13462 1.53334
O 1.64080 -0.03402 0.87116
C 1.77397 1.23838 3.02251
C 2.41921 2.19593 3.81106
C 2.03408 2.41603 5.12211
C 0.99815 1.67236 5.67437
C 0.36710 0.71198 4.90351
C 0.75418 0.49472 3.58104
C 3.70450 1.07697 1.57092
C 4.28042 -0.07200 2.11176
C 5.64959 -0.16749 2.28068
C 6.47748 0.88566 1.90516
C 5.91836 2.03494 1.37234
C 4.53799 2.13115 1.21576
N -0.64594 1.39340 0.70997
C -3.52639 -2.13682 0.48465
C -3.57722 -3.42690 1.00905
C -4.61432 -4.29129 0.69080
C -5.62843 -3.88674 -0.16399
C -5.60338 -2.60011 -0.67918
C -4.56722 -1.73693 -0.35073
C -1.87278 -1.58987 2.20249
C -0.74445 -2.38456 2.35236
C -0.43900 -2.96468 3.57967
C -1.26183 -2.74971 4.67282
C -2.38003 -1.93302 4.53811
C -2.68032 -1.35952 3.31368
H -3.80957 0.40107 1.12217
H -2.93482 0.44188 -0.39956
H -3.36155 2.02260 2.56712
H -1.91562 3.88206 3.38857
H 0.36954 4.09755 2.42019
H 2.05235 3.28780 1.15455
H 1.73611 2.26511 -0.26008
H 3.23147 2.78144 3.39745
H 2.54750 3.16193 5.71516
H 0.69571 1.83670 6.70048
H -0.43643 0.12626 5.32413
H 0.25311 -0.24417 2.97879
H 3.63560 -0.89222 2.40750
H 6.07593 -1.06496 2.71084
H 7.54841 0.81480 2.04292
H 6.55009 2.86610 1.08705
H 4.12708 3.05189 0.82099
H -2.80509 -3.76668 1.68742
H -4.63163 -5.28465 1.12099
H -6.43675 -4.56133 -0.41408
H -6.39752 -2.25938 -1.33228
H -4.59468 -0.73512 -0.74951
H -0.10319 -2.55650 1.49907
H 0.44137 -3.58727 3.67762
H -1.03453 -3.20916 5.62584
H -3.02662 -1.75523 5.38796
H -3.58962 -0.77697 3.21161
S -0.42886 1.40434 -2.24487
C -2.03740 0.82177 -2.73104
C -3.05685 1.71643 -3.02853
C -4.27686 1.23101 -3.49389
C -4.48195 -0.13448 -3.64003
C -3.46775 -1.03019 -3.31640
C -2.25159 -0.54227 -2.87452
As -0.68682 -1.60413 -2.49951
C -0.08042 -1.74945 -4.33825
C -0.33145 -0.72821 -5.24775
C 0.11218 -0.84642 -6.55931
C 0.79770 -1.98249 -6.96500
C 1.03149 -3.01429 -6.06361
C 0.59470 -2.89819 -4.75422
C -1.17324 -3.44654 -2.21266
C -1.81339 -4.10103 -3.26539
C -2.15205 -5.43888 -3.13206
C -1.81821 -6.13174 -1.97571
C -1.15375 -5.48459 -0.94683
C -0.83794 -4.13774 -1.05644
H -2.89475 2.77896 -2.89791
H -5.07049 1.92664 -3.73348
H -5.43442 -0.50797 -3.99269
H -3.64036 -2.09478 -3.40442
H -0.87089 0.15794 -4.94299
H -0.08300 -0.04936 -7.26474
H 1.14008 -2.07049 -7.98763
H 1.55145 -3.90833 -6.38187
H 0.78158 -3.70608 -4.05605
H -2.04822 -3.57966 -4.18348
H -2.66137 -5.94324 -3.94264
H -2.07595 -7.17847 -1.88132
H -0.89023 -6.02337 -0.04554
H -0.33783 -3.62788 -0.24955
C 2.48773 -0.58558 -3.46376
P 2.32093 -0.08692 -1.74647
C 3.17082 1.49844 -1.83959
C 3.40974 -1.30726 -0.97177
C 2.88475 -2.48942 -0.44519
C 3.72803 -3.47086 0.04684
C 5.10577 -3.28510 0.00868
C 5.63150 -2.11903 -0.52023
C 4.78663 -1.12875 -1.00386
H 3.55288 -0.51475 -3.68704
H 1.92404 0.06472 -4.13226
H 2.17124 -1.60826 -3.60326
H 3.59982 1.76746 -0.88579
H 2.46285 2.26814 -2.15216
H 3.95610 1.42369 -2.59090
H 1.81192 -2.63968 -0.41069
H 3.31355 -4.38158 0.45945
H 5.76649 -4.05138 0.39275
H 6.70284 -1.96963 -0.54913
H 5.21599 -0.21464 -1.39713
*
```

***

Question: The lowest maximum force belongs to which entry?
Answer: C59H52AsIrNO2PS

***

Question: The highest E belongs to which entry?
Answer: C6H11NS

***

Question: Among the records above, which one has the lowest E?
Answer: C59H52AsIrNO2PS